No. 1
{"formula": "C19H35F7N2O9S", "method": "wB97M-V/def2-TZVPD", "elements": ["C", "S", "O", "O", "C", "O", "C", "O", "O", "C", "C", "F", "F", "C", "F", "F", "C", "F", "F", "F", "H", "H", "H", "H", "H", "C", "O", "C", "C", "N", "C", "C", "O", "C", "H", "H", "H", "H", "H", "H", "H", "H", "H", "H", "H", "H", "H", "H", "H", "C", "O", "C", "C", "N", "C", "C", "O", "C", "H", "H", "H", "H", "H", "H", "H", "H", "H", "H", "H", "H", "H", "H", "H"], "positions_angstrom": [[-4.720, -6.825, -1.262], [-4.236, -5.080, -1.098], [-5.329, -4.446, -0.394], [-4.111, -4.450, -2.387], [-2.762, -4.873, -0.032], [-2.401, -5.993, 0.808], [-1.265, -5.457, 1.448], [-1.061, -5.433, 2.559], [-0.478, -4.934, 0.428], [-1.366, -4.629, -0.647], [-1.033, -3.288, -1.356], [-1.455, -3.360, -2.635], [0.309, -3.192, -1.431], [-1.691, -2.013, -0.757], [-3.020, -2.008, -0.868], [-1.266, -0.979, -1.522], [-1.274, -1.659, 0.712], [-0.039, -2.029, 1.028], [-2.106, -2.112, 1.646], [-1.303, -0.321, 0.809], [-5.231, -6.956, -2.231], [-3.860, -7.516, -1.234], [-5.442, -7.105, -0.477], [-3.125, -4.151, 0.728], [-1.139, -5.380, -1.435], [-1.015, 6.791, -2.550], [-0.083, 5.754, -2.299], [-0.419, 4.954, -1.168], [-0.756, 3.538, -1.602], [-2.022, 3.501, -2.328], [-2.292, 2.217, -2.975], [-1.362, 1.801, -4.118], [-1.464, 2.622, -5.271], [-0.631, 3.769, -5.263], [-0.622, 7.406, -3.359], [-1.982, 6.385, -2.862], [-1.146, 7.422, -1.666], [-1.233, 5.394, -0.584], [0.469, 4.920, -0.529], [-0.830, 2.898, -0.717], [0.071, 3.175, -2.224], [-2.013, 4.221, -3.040], [-3.307, 2.277, -3.376], [-2.301, 1.431, -2.213], [-1.675, 0.803, -4.439], [-0.318, 1.700, -3.799], [0.298, 3.603, -4.713], [-1.164, 4.629, -4.850], [-0.382, 4.007, -6.298], [2.935, -1.183, 1.097], [2.642, 0.156, 1.458], [1.600, 0.265, 2.430], [2.155, 0.812, 3.734], [3.017, -0.168, 4.387], [3.768, 0.369, 5.520], [4.826, 1.433, 5.222], [5.931, 0.952, 4.473], [5.762, 0.995, 3.065], [3.662, -1.164, 0.285], [3.374, -1.727, 1.939], [2.043, -1.697, 0.748], [1.084, -0.683, 2.587], [0.871, 0.978, 2.034], [1.325, 1.063, 4.401], [2.704, 1.733, 3.501], [3.677, -0.528, 3.708], [4.274, -0.480, 5.990], [3.063, 0.762, 6.259], [5.240, 1.752, 6.183], [4.402, 2.333, 4.762], [5.126, 1.825, 2.749], [5.357, 0.049, 2.696], [6.747, 1.125, 2.615]], "atomic_forces_ev_per_a": [[0.559, -0.692, 0.068], [-3.570, 0.916, -0.974], [0.694, -0.705, 1.292], [1.901, -1.010, -0.122], [0.703, -0.458, 0.888], [-0.316, 0.306, 0.277], [-0.929, -0.358, -5.399], [1.103, -0.272, 4.440], [-0.751, 0.743, 0.837], [0.172, -0.508, -1.428], [-0.414, -0.693, 0.147], [-0.343, -0.098, 0.203], [-0.068, 0.430, 0.491], [0.984, 0.831, -0.356], [-0.121, -0.730, 0.355], [0.350, -0.198, 0.041], [-0.028, 1.534, 0.471], [-0.241, -0.618, -0.362], [-0.182, -0.679, -0.300], [-0.141, -0.032, -0.045], [0.381, 0.533, 0.282], [-0.249, 0.406, 0.015], [0.539, 0.485, -0.111], [0.150, 0.432, -1.065], [-0.518, 0.345, 0.272], [0.167, -0.099, -0.084], [-0.312, 0.162, 0.081], [0.420, -0.305, 0.012], [-0.221, 0.282, -0.231], [0.157, -0.148, 0.118], [-0.112, 0.277, -0.142], [-0.311, -0.366, -0.003], [0.268, 0.014, 0.203], [-0.236, -0.006, -0.262], [0.055, -0.057, 0.014], [-0.096, 0.102, 0.093], [-0.087, 0.003, -0.014], [-0.076, 0.010, -0.147], [-0.030, -0.001, 0.029], [-0.011, -0.033, -0.023], [0.169, -0.027, 0.168], [-0.006, -0.009, 0.050], [0.040, -0.100, -0.049], [0.091, 0.021, 0.002], [-0.009, 0.030, -0.008], [0.029, 0.184, 0.017], [-0.049, 0.016, 0.089], [0.176, 0.084, 0.103], [-0.016, -0.067, 0.005], [0.200, 0.199, 0.017], [-0.129, -0.313, 0.055], [0.080, 0.576, 0.031], [0.239, -0.306, -0.148], [-0.102, 0.214, 0.051], [0.109, -0.265, -0.166], [0.077, -0.035, 0.431], [-0.230, 0.203, -0.132], [0.285, -0.181, 0.101], [0.003, 0.116, 0.033], [-0.077, -0.153, -0.031], [0.118, -0.107, -0.003], [0.197, -0.053, 0.068], [-0.029, -0.026, 0.017], [0.024, 0.004, 0.029], [-0.180, 0.146, -0.053], [-0.052, -0.008, 0.016], [0.041, 0.088, 0.057], [-0.015, 0.057, -0.061], [0.012, -0.021, -0.027], [-0.025, -0.076, -0.165], [-0.084, -0.054, 0.025], [-0.129, 0.093, -0.153], [0.001, 0.025, 0.066]], "lowdin_charge": [-0.113, 0.684, -0.311, -0.289, -0.246, 0.043, -0.522, 0.289, 0.101, -0.128, -0.387, 0.147, 0.157, -0.335, 0.183, 0.145, -0.520, 0.168, 0.191, 0.167, 0.079, 0.071, 0.078, 0.150, 0.191, -0.117, -0.198, -0.215, -0.211, -0.050, -0.194, -0.225, -0.178, -0.100, 0.088, 0.080, 0.087, 0.121, 0.120, 0.120, 0.107, 0.068, 0.119, 0.104, 0.120, 0.110, 0.089, 0.071, 0.087, -0.103, -0.186, -0.217, -0.208, -0.051, -0.200, -0.227, -0.179, -0.099, 0.092, 0.085, 0.062, 0.107, 0.117, 0.124, 0.106, 0.069, 0.118, 0.117, 0.120, 0.109, 0.089, 0.071, 0.087], "smiles": "CS(=O)(=O)[C@H]1OC(=O)O[C@@H]1C(F)(F)C(F)(F)C(F)(F)F.COCCNCCOC.COCCNCCOC", "homo_energy_ev": -8.6, "e_lumo_ha": 0.003, "molar_mass_g_mol": 600.5, "orbital_gap_ev": 8.65, "largest_force_ev_per_a": 5.490}

***

No. 2
{"formula": "C3H9S2", "method": "wB97M-V/def2-TZVPD", "elements": ["C", "S", "H", "H", "H", "C", "S", "C", "H", "H", "H", "H", "H", "H"], "positions_angstrom": [[-3.339, -0.173, 0.510], [-1.938, -0.886, 1.624], [-2.984, 0.335, -0.423], [-3.747, -1.196, 0.247], [-4.199, 0.428, 0.874], [1.760, 1.069, -1.379], [2.037, -0.682, -1.047], [1.780, -0.770, 0.733], [0.695, 1.167, -1.236], [2.359, 1.452, -2.179], [2.465, 1.670, -0.715], [2.716, -0.573, 1.209], [0.971, -0.078, 0.827], [1.426, -1.762, 0.954]], "atomic_forces_ev_per_a": [[0.184, -2.004, -0.555], [-0.734, 1.284, -0.407], [-0.021, -0.477, 0.747], [-0.100, 1.461, -0.356], [0.751, -0.208, 0.542], [2.126, 0.127, 2.303], [0.885, -0.782, -1.187], [-0.059, -0.062, -1.387], [-0.031, 1.207, -0.451], [-0.920, -0.501, -1.961], [-1.666, -0.636, 0.680], [0.276, 0.457, 0.687], [-0.470, 0.399, 1.203], [-0.222, -0.265, 0.142]], "nbo_charge": [-0.743, -0.767, 0.165, 0.193, 0.163, -0.788, 0.129, -0.731, 0.246, 0.233, 0.208, 0.193, 0.259, 0.239], "homo_energy_ev": -2.2, "e_lumo_ha": 0.118, "molar_mass_g_mol": 109.2, "total_charge": -1, "orbital_gap_ev": 5.42, "largest_force_ev_per_a": 3.137, "relative_energy_ev": 2.029}

***

No. 3
{"formula": "CH4OS3", "method": "wB97M-V/def2-TZVPD", "elements": ["C", "O", "S", "S", "S", "H", "H", "H", "H"], "positions_angstrom": [[0.962, -0.473, 0.310], [-3.263, 0.958, -0.947], [-1.990, -1.587, -0.153], [-0.812, 1.539, 0.616], [-2.432, 0.367, 0.065], [1.733, 0.151, 0.149], [0.487, -0.795, -0.554], [0.661, -0.753, 1.258], [-3.154, 0.247, 1.283]], "atomic_forces_ev_per_a": [[-0.401, -1.501, -0.374], [-0.011, -0.007, -0.268], [0.074, 1.416, 0.006], [-2.145, -0.940, -0.502], [0.366, -0.100, 2.122], [2.586, 2.201, -0.183], [-0.734, -0.879, -1.149], [-0.430, -0.626, 1.560], [0.697, 0.436, -1.211]], "nbo_charge": [-0.533, -0.888, -0.169, -0.147, 1.181, 0.159, 0.164, 0.166, 0.068], "homo_energy_ev": [-7.8, -9.7], "e_lumo_ha": [-0.019, -0.149], "molar_mass_g_mol": 128.2, "orbital_gap_ev": [7.32, 5.66], "spin_multiplicity": 3, "largest_force_ev_per_a": 3.401, "relative_energy_ev": 3.223}

***

No. 4
{"formula": "C30H21FN4O3Yb", "method": "wB97M-V/def2-TZVPD", "elements": ["Yb", "C", "C", "C", "C", "C", "C", "C", "F", "C", "C", "C", "O", "C", "C", "N", "C", "C", "O", "O", "H", "H", "H", "H", "H", "H", "H", "H", "H", "H", "H", "N", "C", "C", "C", "C", "C", "C", "C", "C", "C", "C", "C", "C", "N", "C", "C", "C", "C", "N", "H", "H", "H", "H", "H", "H", "H", "H", "H", "H"], "positions_angstrom": [[-0.585, -0.100, 0.932], [-4.172, 0.046, -5.654], [-3.679, 1.368, -5.072], [-3.118, 2.324, -6.114], [-1.870, 1.736, -6.759], [-0.880, 1.325, -5.702], [0.460, 1.243, -5.997], [1.388, 0.885, -5.018], [2.675, 0.810, -5.360], [1.011, 0.625, -3.733], [-0.349, 0.711, -3.403], [-0.764, 0.485, -2.046], [0.071, 0.207, -1.112], [-2.157, 0.600, -1.784], [-3.038, 0.895, -2.782], [-2.645, 1.111, -4.041], [-1.307, 1.046, -4.384], [-2.396, 0.359, -0.320], [-2.418, -0.832, 0.094], [-2.131, 1.299, 0.479], [-4.934, 0.241, -6.408], [-4.616, -0.574, -4.875], [-3.360, -0.516, -6.115], [-4.509, 1.857, -4.561], [-2.868, 3.271, -5.629], [-3.883, 2.524, -6.863], [-1.407, 2.467, -7.421], [-2.133, 0.876, -7.379], [0.815, 1.465, -6.996], [1.734, 0.360, -2.975], [-4.101, 0.960, -2.593], [5.013, -2.250, 9.433], [4.416, -2.008, 8.482], [3.675, -1.702, 7.294], [2.459, -1.027, 7.388], [1.749, -0.732, 6.239], [2.239, -1.115, 4.995], [3.453, -1.789, 4.904], [4.175, -2.079, 6.048], [1.460, -0.818, 3.758], [1.507, 0.508, 3.308], [2.300, 1.546, 3.854], [2.058, 2.683, 3.111], [1.122, 2.322, 2.136], [0.779, 1.028, 2.233], [0.775, -1.909, 3.203], [0.667, -3.195, 3.787], [-0.085, -3.974, 2.933], [-0.413, -3.158, 1.845], [0.084, -1.917, 1.985], [2.079, -0.739, 8.358], [0.804, -0.206, 6.301], [3.829, -2.084, 3.933], [5.120, -2.600, 5.984], [2.970, 1.444, 4.692], [2.498, 3.657, 3.245], [0.685, 2.958, 1.378], [1.091, -3.486, 4.734], [-0.372, -5.004, 3.070], [-0.975, -3.433, 0.963]], "atomic_forces_ev_per_a": [[3.025, -0.849, 1.655], [0.038, 0.069, 0.068], [-0.200, -0.080, -0.294], [0.100, -0.049, 0.048], [-0.070, 0.049, 0.016], [-0.032, 0.032, -0.164], [-0.048, -0.007, 0.035], [-0.086, -0.066, 0.167], [0.007, 0.016, -0.032], [0.154, -0.001, -0.063], [-0.074, 0.020, 0.053], [-0.431, 0.153, -0.434], [-0.151, -0.005, -0.226], [0.436, -0.101, 0.203], [-0.036, -0.033, -0.007], [-0.086, 0.084, 0.199], [0.325, -0.076, 0.092], [-1.853, 0.332, -1.415], [-0.958, -0.198, -0.579], [-0.668, 0.685, -0.275], [0.013, -0.009, -0.005], [0.007, -0.020, -0.013], [-0.011, -0.014, 0.003], [0.063, 0.019, 0.096], [-0.037, 0.018, -0.030], [-0.021, 0.007, 0.020], [0.010, -0.015, -0.009], [0.022, 0.001, 0.001], [-0.008, -0.001, 0.000], [0.002, 0.019, -0.011], [-0.014, 0.044, -0.054], [-0.041, 0.006, -0.056], [0.151, -0.042, 0.231], [-0.130, 0.055, -0.220], [0.038, -0.022, 0.012], [-0.001, 0.043, -0.061], [0.030, -0.010, 0.077], [-0.056, -0.018, -0.029], [-0.001, 0.007, 0.048], [-0.054, 0.039, -0.051], [0.037, 0.040, 0.078], [-0.032, -0.108, 0.006], [0.050, 0.114, -0.001], [0.038, -0.114, 0.123], [0.360, 0.273, 0.428], [0.095, -0.096, 0.076], [0.037, 0.150, -0.032], [-0.031, -0.103, -0.050], [0.087, 0.008, 0.076], [0.064, -0.257, 0.324], [0.005, -0.005, 0.003], [0.009, -0.003, 0.024], [0.011, -0.009, 0.016], [0.003, 0.004, 0.007], [0.001, 0.007, -0.025], [-0.022, -0.007, -0.010], [-0.016, -0.003, -0.005], [-0.004, -0.011, -0.017], [0.013, 0.009, -0.039], [-0.058, 0.026, 0.021]], "nbo_charge": [2.216, -0.625, -0.027, -0.407, -0.434, -0.023, -0.208, 0.410, -0.297, -0.234, -0.169, 0.581, -0.794, -0.308, 0.146, -0.321, 0.238, 0.725, -0.682, -0.690, 0.236, 0.224, 0.219, 0.221, 0.221, 0.240, 0.243, 0.231, 0.245, 0.259, 0.234, -0.267, 0.259, -0.164, -0.156, -0.156, -0.068, -0.193, -0.152, 0.163, 0.006, -0.154, -0.311, 0.055, -0.721, 0.003, -0.154, -0.312, 0.055, -0.721, 0.238, 0.224, 0.231, 0.239, 0.239, 0.240, 0.211, 0.239, 0.241, 0.214], "homo_energy_ev": [-10.5, -10.5], "e_lumo_ha": [-0.132, -0.132], "molar_mass_g_mol": 677.6, "total_charge": 1, "orbital_gap_ev": [6.93, 6.93], "spin_multiplicity": 2, "largest_force_ev_per_a": 3.550}